Entry 1:
Here is C26H38AsN4O8RuS7 as an isolated structure from OMol25. Energies are from the ωB97M-V functional and the def2-TZVPD basis.

Cartesian coordinates (Å):
Ru 1.883 -1.650 0.628
As 4.424 -4.562 0.967
S 3.697 -1.262 1.730
S 5.122 -5.981 -0.434
S 2.441 -3.801 0.121
S 1.401 3.978 3.289
S 4.057 -5.179 2.967
S 2.198 -0.160 -4.526
S -1.057 -4.064 1.216
O 1.982 5.278 3.078
O 2.541 0.392 -0.692
O 0.655 -1.718 -1.110
O 1.117 3.500 4.612
O 1.259 0.649 1.083
O -1.111 -2.835 -1.917
O 2.287 -0.913 -5.750
O 2.913 1.080 -4.393
N 2.656 -1.114 -3.310
N -1.196 -0.987 1.523
N 2.373 2.882 2.596
N 0.922 -2.058 3.051
C -1.304 -0.907 2.959
C -2.274 2.936 2.040
C -0.144 3.956 2.418
C -1.261 1.152 -2.922
C 0.663 -3.445 3.429
C -0.661 -4.072 2.991
C -2.218 0.794 -3.870
C 0.079 0.883 -3.126
C 0.886 -2.956 -3.171
C -3.768 3.663 0.151
C -2.548 -3.036 1.161
C 2.351 -2.557 -3.265
C -1.099 3.020 2.769
C 0.479 0.254 -4.298
C -1.794 0.188 -5.046
C 0.057 -1.058 3.656
C 1.978 1.120 0.144
C -0.366 4.829 1.362
C 0.073 -2.501 -1.954
C -2.320 -1.557 0.823
C -1.547 4.740 0.644
C 2.198 2.626 0.084
C -0.451 -0.083 -5.265
C -2.512 3.788 0.967
C -3.681 1.005 -3.600
C 2.997 3.133 1.293
H -3.015 2.189 2.304
H -3.272 -1.024 1.025
H -1.574 1.612 -1.991
H 2.910 -2.933 -2.411
H -4.055 0.242 -2.912
H -0.607 -5.120 3.292
H -1.721 5.416 -0.186
H 1.227 3.123 0.030
H 2.757 2.848 -0.824
H 1.981 1.936 2.645
H 0.349 -2.598 -4.052
H -1.508 -3.640 3.528
H -0.850 -0.136 1.105
H -2.527 -0.100 -5.792
H -3.866 1.980 -3.145
H 0.806 -4.044 -3.204
H 3.176 4.205 1.220
H 0.594 -0.106 3.624
H -3.165 -3.469 0.372
H -3.090 -3.165 2.101
H 0.814 1.124 -2.365
H -3.580 3.072 -0.748
H 0.382 5.571 1.114
H 1.882 -1.847 3.290
H -4.557 3.163 0.714
H -2.110 -1.490 -0.242
H 1.491 -4.041 3.049
H 3.968 2.633 1.314
H -1.971 -1.702 3.292
H -4.135 4.639 -0.167
H 0.682 -3.541 4.529
H 2.615 -0.645 -2.401
H -0.909 2.358 3.603
H 2.779 -3.000 -4.164
H -0.132 -1.289 4.718
H -4.265 0.942 -4.519
H -0.117 -0.583 -6.165
H -1.766 0.030 3.314

Results
2S+1: 6
LUMO level (spin up / spin down): 3.6 / 3.5 eV
ΔE to the lowest compared entry with this formula, charge and spin: 34.3 kcal/mol
Kohn-Sham gap (spin up / spin down): 5.23 / 5.86 eV
charge: -2

***

Entry 2:
Here is C26H38BaN4O3PS4 as an isolated structure at a distorted geometry from OMol25. Energies are from the ωB97M-V functional and the def2-TZVPD basis.

Cartesian coordinates (Å):
Ba 0.015 -0.223 0.647
S -2.821 3.910 -0.455
S -0.295 -2.173 3.183
S -2.931 -2.960 1.199
S -2.216 0.989 -1.010
P -2.214 -1.952 2.721
O -2.528 -0.379 2.625
O -3.070 -2.250 4.091
O 2.088 -0.061 0.260
N 0.331 -2.897 -0.205
N 1.501 -4.850 -0.790
N -0.390 3.016 -0.510
N 0.649 2.142 -0.413
C 1.227 -6.433 -2.711
C -0.932 2.567 3.678
C 3.104 2.009 -0.454
C 1.869 2.693 -0.702
C 5.642 0.737 -0.036
C 1.080 -3.548 -1.006
C -0.244 -6.060 0.562
C -2.024 2.573 4.532
C -2.052 4.108 2.189
C 1.556 -2.857 -2.259
C 4.435 0.051 0.190
C -1.613 2.581 -0.619
C 5.585 2.058 -0.455
C -2.981 -3.496 4.772
C -3.130 3.351 4.219
C 1.173 -5.491 0.472
C -4.090 -4.457 4.376
C -0.943 3.334 2.518
C -3.745 0.136 2.011
C -2.082 4.869 0.896
C 4.352 2.673 -0.655
C 3.188 0.637 0.008
C 1.947 4.070 -1.315
C -4.967 -0.115 2.876
C 2.168 -5.628 -1.813
C -3.143 4.107 3.052
H 0.712 -7.213 -2.148
H 2.647 -2.808 -2.294
H 2.248 4.838 -0.586
H -5.833 0.332 2.379
H -3.995 3.350 4.872
H -0.101 3.315 1.834
H -4.020 4.689 2.788
H 6.595 0.243 0.126
H -0.417 -6.464 1.562
H 2.769 -4.965 -2.431
H 0.470 -5.778 -3.149
H 2.677 4.091 -2.131
H -0.080 1.938 3.903
H 4.348 3.712 -0.957
H 0.970 4.356 -1.699
H 2.866 -6.306 -1.315
H 1.908 -6.282 0.637
H -2.696 5.770 0.959
H -4.018 -4.702 3.317
H -4.854 0.334 3.865
H -3.859 -0.294 1.023
H 6.499 2.622 -0.620
H -0.990 -5.282 0.387
H -1.080 5.113 0.546
H -2.024 1.951 5.419
H 0.039 -3.399 0.629
H -0.401 -6.861 -0.164
H 1.173 -1.842 -2.247
H -3.555 1.200 1.892
H -5.148 -1.184 2.994
H 4.443 -0.982 0.526
H -4.013 -5.376 4.967
H -1.996 -3.937 4.607
H 1.786 -6.910 -3.523
H 1.310 -4.763 1.274
H 1.198 -3.363 -3.159
H -5.068 -4.003 4.556
H -3.062 -3.256 5.834

Results
2S+1: 2
LUMO level (spin up / spin down): 4.1 / 4.1 eV
ΔE to the lowest compared entry with this formula, charge and spin: 12.9 kcal/mol
Kohn-Sham gap (spin up / spin down): 2.68 / 5.09 eV
charge: -2

***

Entry 3:
Here is C26H38BrNOP2Sn as an isolated structure at a distorted geometry from OMol25. Energies are from the ωB97M-V functional and the def2-TZVPD basis.

Cartesian coordinates (Å):
Sn 2.518 -4.412 3.295
Br -0.589 1.291 1.832
P 1.626 -1.354 -1.639
P 4.671 -0.270 2.855
O -1.106 1.386 -1.567
N -0.940 -9.124 5.830
C 2.441 -4.087 -1.308
C -0.183 -3.238 3.030
C 0.358 -8.832 5.888
C -0.307 0.630 -1.242
C 0.915 -7.733 5.225
C 0.861 -2.617 -4.138
C 0.064 -2.192 3.959
C 0.398 -2.178 -2.753
C -0.470 -0.513 2.289
C 3.934 2.370 3.540
C 4.845 -0.919 1.143
C 2.941 -2.653 -1.513
C 6.139 -0.474 0.449
C 0.612 -5.685 3.863
C -0.788 -2.874 1.807
C 2.383 -0.096 -2.763
C -0.844 -1.540 1.399
C 0.081 -6.873 4.479
C 3.614 1.233 2.568
C 4.593 -2.389 4.606
C -1.287 -7.226 4.406
C -1.742 -8.355 5.096
C 0.324 -4.554 3.305
C -0.043 -0.859 3.587
C 3.655 -1.473 3.795
C 3.497 -0.524 -3.728
H 3.002 -0.912 4.476
H 3.289 3.238 3.340
H 5.218 -3.016 3.949
H 2.552 0.955 2.602
H -1.994 -6.621 3.838
H 1.981 -7.527 5.307
H 3.217 -1.398 -4.331
H 1.560 0.359 -3.336
H 1.701 -3.319 -4.107
H 4.975 2.704 3.431
H 1.566 -4.130 -0.644
H 3.238 -4.694 -0.854
H 7.013 -0.633 1.090
H -1.189 -3.676 1.182
H 3.573 -2.600 -2.419
H 3.599 -2.354 -0.669
H 0.015 -3.045 -2.189
H 3.002 -2.019 3.078
H 2.762 0.688 -2.083
H 4.806 -2.018 1.221
H -1.167 -1.311 0.383
H 1.133 -1.768 -4.773
H 0.213 -0.087 4.295
H 0.994 -9.482 6.489
H 3.966 -0.574 0.577
H 6.294 -1.057 -0.466
H 4.436 -0.740 -3.206
H -2.796 -8.640 5.059
H -0.440 -1.473 -2.850
H 5.276 -1.810 5.250
H 0.034 -3.135 -4.638
H 3.840 1.570 1.546
H 4.017 -3.062 5.257
H 3.705 0.302 -4.424
H 3.780 2.081 4.585
H 0.345 -2.462 4.977
H 6.120 0.586 0.167
H 2.180 -4.551 -2.267

Results
2S+1: 1
LUMO level (spin up / spin down): -9.1 / -7.8 eV
Kohn-Sham gap (spin up / spin down): 3.80 / 5.09 eV
charge: +2